Below is a cluster of 2 separate species, C5H10 in total at a distorted geometry, with properties calculated with the ωB97M-V functional and the def2-TZVPD basis.

Calculated values
Lowest unoccupied orbital energy = 1.10 eV
E = -5343.5465 eV
SMILES string = C=CC.C=C
E_HOMO = -9.1440 eV
Kohn-Sham gap = 10.247 eV

The geometry in XYZ format:
```
15
Properties=species:S:1:pos:R:3:mulliken_charge:R:1
C 1.78 -3.56 -0.77 -0.4240
C 0.97 -2.49 -0.55 -0.4137
H 1.96 -3.89 -1.87 0.1996
H 2.36 -4.00 0.10 0.2280
H 0.52 -2.11 -1.46 0.2203
H 1.09 -1.81 0.33 0.1845
C -1.75 1.85 -0.49 -0.9897
C -1.06 2.32 0.72 -0.0557
C 0.13 1.91 1.21 -0.5077
H -1.64 0.87 -0.73 0.3756
H -2.81 2.14 -0.42 0.2854
H -1.46 2.45 -1.33 0.2717
H -1.53 2.70 1.61 0.2843
H 0.64 2.55 2.15 0.1899
H 0.53 0.99 0.87 0.1516
```

---

Below is the ion C10H25FNO5P2S with charge -1 at a distorted geometry, with properties calculated with the ωB97M-V functional and the def2-TZVPD basis.

Calculated values
Lowest unoccupied orbital energy = 3.02 eV
E = -54632.2407 eV
E_HOMO = -5.2577 eV
Total charge = -1
Kohn-Sham gap = 8.282 eV

The geometry in XYZ format:
```
45
Properties=species:S:1:pos:R:3:mulliken_charge:R:1
C 3.39 2.06 -0.21 -1.1133
C 1.93 2.21 0.32 -0.3941
O 1.44 1.02 0.85 -0.2488
P 0.33 -0.06 0.21 1.0140
C -0.78 1.24 -0.66 -1.2340
C -2.26 0.93 -0.47 -0.7786
O -2.96 1.22 -1.73 -0.3363
C -4.25 1.52 -1.59 0.6703
C -5.08 0.86 -0.52 -0.9235
O -4.75 2.30 -2.32 -0.5993
P 1.52 -0.49 -1.68 0.4810
N 1.72 0.69 -2.74 -0.9965
C 1.08 -1.55 1.18 0.2859
C 2.45 -1.20 1.78 -1.7946
C 1.35 -2.84 0.35 -1.0330
C 0.15 -3.48 -0.40 -1.3054
S -0.86 0.39 2.16 1.2307
O -1.24 1.78 2.24 -0.6929
O -0.06 0.13 3.32 -0.7124
F -2.18 -0.59 2.32 -0.3491
H 3.65 1.02 -0.38 0.2031
H 3.50 2.58 -1.16 0.3635
H 4.11 2.47 0.49 0.3286
H 2.04 2.93 1.13 0.4254
H 1.38 2.77 -0.45 0.2217
H -0.66 -1.00 -0.28 -0.1468
H -0.65 2.26 -0.29 0.2098
H -0.69 1.17 -1.74 0.6793
H -2.69 1.58 0.28 0.5653
H -2.45 -0.12 -0.23 0.2934
H -4.80 1.20 0.47 0.2906
H -6.13 1.10 -0.66 0.3284
H -4.95 -0.22 -0.51 0.3186
H 2.81 -0.95 -1.30 0.0292
H 0.87 -1.57 -2.34 0.0185
H 1.27 1.53 -2.39 0.3064
H 0.41 -1.90 1.95 0.3645
H 2.38 -0.53 2.64 0.2616
H 3.16 -0.87 1.03 0.2527
H 2.86 -2.14 2.17 0.5591
H 1.59 -3.58 1.12 0.5760
H 2.26 -2.83 -0.23 0.4207
H 0.05 -4.53 -0.11 0.4137
H -0.81 -3.02 -0.20 0.2466
H 0.37 -3.52 -1.46 0.2999
```

---

Below is a structure of composition C18H25N8PdSi, with properties calculated with the ωB97M-V functional and the def2-TZVPD basis.

Calculated values
Lowest unoccupied orbital energy = 2.94 eV
E = -42351.6867 eV
E_HOMO = -3.2409 eV
Total charge = -1
Kohn-Sham gap = 6.182 eV

The geometry in XYZ format:
```
53
Properties=species:S:1:pos:R:3:mulliken_charge:R:1
Pd 0.22 -0.37 0.37 0.7860
C 0.26 -3.65 2.58 -1.1732
C -0.80 -2.61 2.74 0.6061
C -1.73 -2.71 3.77 -0.5231
C -2.69 -1.71 3.92 -0.5994
C -2.72 -0.65 3.05 -0.3855
C -1.78 -0.61 1.99 0.4577
N -0.84 -1.59 1.87 -0.1494
N -1.63 0.35 1.06 -0.1209
Si -2.85 1.36 0.39 -0.1456
C -2.39 1.83 -1.35 -0.9999
C -3.07 2.93 1.37 -1.0082
C -4.50 0.50 0.37 -1.1283
H 0.07 -4.47 3.29 0.3748
H 1.25 -3.23 2.77 0.2713
H 0.28 -4.03 1.56 0.2224
H -1.68 -3.55 4.44 0.2896
H -3.39 -1.75 4.74 0.3917
H -3.42 0.17 3.16 0.2997
H -1.92 2.81 -1.41 0.3231
H -3.28 1.84 -2.00 0.4220
H -1.69 1.10 -1.76 0.2055
H -2.15 3.52 1.42 0.3276
H -3.39 2.72 2.40 0.3334
H -3.84 3.56 0.90 0.3415
H -4.41 -0.50 -0.07 0.3107
H -5.21 1.08 -0.23 0.3752
H -4.92 0.38 1.37 0.3274
N 3.78 -2.88 -0.86 -0.4741
C 2.65 -3.40 -0.26 -0.3112
N 1.70 -2.65 0.11 -0.1053
C 2.56 -1.05 -1.36 0.3481
N 3.46 -1.87 -1.82 -0.3171
C 1.64 1.25 -1.71 0.5710
C 1.75 2.55 -2.39 -0.3588
N 1.26 3.67 -1.95 -0.6750
C 0.57 3.62 -0.76 -0.7215
C 0.35 2.44 -0.15 -0.9587
N 0.80 1.26 -0.63 -0.1788
H 4.30 -3.60 -1.35 0.2723
H 2.58 -4.47 -0.07 0.3175
H 2.30 2.60 -3.32 0.3204
H 0.19 4.55 -0.36 0.3644
H -0.24 2.38 0.75 0.9861
C 4.56 0.81 -3.24 -1.0761
C 3.15 0.24 -3.43 -1.4076
C 2.34 0.16 -2.16 0.4489
N 1.91 -1.27 -0.15 -0.4202
H 5.13 0.80 -4.18 0.3196
H 5.11 0.21 -2.50 0.3426
H 4.53 1.84 -2.88 0.2796
H 3.23 -0.76 -3.85 0.4489
H 2.62 0.84 -4.17 0.5527
```

---

- What is the E in the second record?
  -54632.2407 eV

---

- Look up the Kohn-Sham gap of the second one.
  8.282 eV

---

- lowest unoccupied orbital energy of number 1 (C5H10)?
  1.10 eV

---

What did the first record say?
Below is a cluster of 2 separate species, C5H10 in total at a distorted geometry, with properties calculated with the ωB97M-V functional and the def2-TZVPD basis.

Calculated values
Lowest unoccupied orbital energy = 1.10 eV
E = -5343.5465 eV
SMILES string = C=CC.C=C
E_HOMO = -9.1440 eV
Kohn-Sham gap = 10.247 eV

The geometry in XYZ format:
```
15
Properties=species:S:1:pos:R:3:mulliken_charge:R:1
C 1.78 -3.56 -0.77 -0.4240
C 0.97 -2.49 -0.55 -0.4137
H 1.96 -3.89 -1.87 0.1996
H 2.36 -4.00 0.10 0.2280
H 0.52 -2.11 -1.46 0.2203
H 1.09 -1.81 0.33 0.1845
C -1.75 1.85 -0.49 -0.9897
C -1.06 2.32 0.72 -0.0557
C 0.13 1.91 1.21 -0.5077
H -1.64 0.87 -0.73 0.3756
H -2.81 2.14 -0.42 0.2854
H -1.46 2.45 -1.33 0.2717
H -1.53 2.70 1.61 0.2843
H 0.64 2.55 2.15 0.1899
H 0.53 0.99 0.87 0.1516
```